120
Properties=species:S:1:pos:R:3:forces:R:3:mulliken_charge:R:1 method="wB97M-V/def2-TZVPD" orbital_gap_ev=8.635 total_charge=0 homo_ha=-0.3398
Li -11.7636 -7.5370 10.4025 0.4 -0.7 -0.5 0.744
C -10.5853 -7.7042 6.0409 -0.9 0.2 -0.1 0.148
F -9.4144 -7.2827 6.5031 0.2 -0.2 0.2 -0.072
F -10.8393 -7.0473 4.9117 -0.1 0.1 0.0 -0.031
F -10.5444 -9.0039 5.7589 0.3 -0.1 0.3 0.027
S -11.9595 -7.3685 7.2534 -0.4 1.0 -0.1 -0.337
O -11.4808 -7.9287 8.5133 0.2 -0.2 0.5 0.233
O -12.0874 -5.9279 7.2850 0.5 -0.4 -0.1 -0.715
O -13.1184 -8.0461 6.7152 0.5 -0.4 -0.1 -0.168
C -7.5564 -9.7759 9.3655 0.3 -0.6 0.0 -1.311
C -8.6652 -10.1680 8.4142 -0.5 0.6 0.8 0.285
O -9.6808 -10.8172 9.1868 0.1 -0.2 0.1 -0.628
C -10.6449 -11.4806 8.3879 -0.3 -0.4 -0.8 0.436
C -11.4937 -12.4292 9.2118 -0.1 0.4 0.4 -1.242
H -7.8533 -8.9887 10.0590 0.0 0.2 -0.2 0.173
H -7.2669 -10.6244 9.9901 0.0 -0.1 -0.1 0.354
H -6.6743 -9.4917 8.7905 0.0 0.3 0.1 0.430
H -9.1044 -9.2491 8.0122 0.1 -0.2 -0.4 -0.278
H -8.3351 -10.8281 7.6111 0.1 0.0 0.0 0.543
H -11.2492 -10.7793 7.7984 -0.1 0.3 0.5 -0.368
H -10.1407 -12.0658 7.6071 0.2 0.0 0.2 0.435
H -12.4275 -12.6461 8.6964 0.1 -0.2 -0.2 0.343
H -11.8141 -11.9863 10.1591 0.2 0.2 0.0 0.197
H -10.9461 -13.3409 9.4432 -0.1 -0.1 -0.1 0.354
C -10.2324 -12.5998 -0.3842 -0.7 0.1 0.2 -1.295
C -10.4023 -11.0947 -0.2112 0.6 -0.5 -0.6 -0.143
O -9.8490 -10.7642 1.0383 0.3 0.3 0.0 -0.308
C -9.7285 -9.3781 1.2860 -1.1 0.1 0.6 -0.085
C -9.4848 -9.1891 2.7683 0.5 -0.2 -0.3 -0.143
H -9.2127 -12.9278 -0.1957 0.1 0.2 0.0 0.310
H -10.8857 -13.1048 0.3305 0.1 -0.1 0.0 0.270
H -10.5363 -12.9162 -1.3831 0.0 0.0 0.0 0.408
H -9.8666 -10.5908 -1.0279 0.0 0.2 0.1 0.355
H -11.4568 -10.8070 -0.2965 0.0 0.1 0.2 0.243
H -8.9660 -8.8542 0.7002 0.2 -0.4 -0.2 0.462
H -10.6863 -8.8922 1.0550 0.0 0.1 -0.2 -0.186
H -10.3058 -9.5748 3.3685 -0.1 0.2 -0.1 -0.354
H -9.3303 -8.1235 2.9383 0.0 0.0 0.3 -0.061
H -8.5932 -9.7458 3.0680 0.1 0.1 0.0 0.440
C -13.5369 -7.3592 1.0794 -0.9 -0.3 0.4 -1.393
C -12.7963 -6.4548 2.0425 0.8 -0.9 -0.3 0.710
O -11.7438 -5.7898 1.3580 -0.3 0.3 0.1 -0.483
C -10.8419 -5.1514 2.2405 -0.4 -0.1 0.3 1.250
C -9.9094 -4.2699 1.4441 0.4 -0.1 0.8 -1.587
H -14.2891 -6.8476 0.4783 0.2 0.2 -0.2 0.415
H -12.8926 -7.9593 0.4389 0.3 0.3 0.0 0.239
H -14.0964 -8.0922 1.6711 0.0 0.1 0.0 0.256
H -13.4588 -5.7606 2.5679 0.0 0.2 -0.1 0.419
H -12.3433 -7.1113 2.7994 0.0 0.1 0.2 -0.351
H -11.3888 -4.5618 2.9943 -0.1 0.2 -0.2 -0.165
H -10.3466 -5.9153 2.8570 0.4 0.0 -0.3 -0.432
H -9.2599 -4.8666 0.8047 -0.3 0.1 -0.4 0.323
H -9.2367 -3.7578 2.1381 -0.1 0.1 0.0 0.382
H -10.4855 -3.5140 0.9161 0.1 -0.1 -0.3 0.414
C -12.1149 -2.2956 7.4198 0.7 -0.4 0.4 -0.728
C -13.5252 -2.6982 7.0733 0.0 -0.6 -0.8 0.254
C -13.6428 -3.0376 5.5887 0.1 0.1 -0.4 -0.708
O -13.8904 -3.8806 7.7875 -0.2 0.5 0.3 -0.640
H -11.9735 -2.0979 8.4851 -0.3 0.3 0.0 0.319
H -11.7394 -1.4553 6.8354 -0.1 0.1 0.0 0.425
H -11.4645 -3.1611 7.2480 0.0 0.1 -0.3 -0.167
H -14.2161 -1.8880 7.3119 -0.2 -0.2 0.3 0.356
H -12.9657 -3.8615 5.3390 0.1 0.0 0.1 -0.210
H -13.3822 -2.2138 4.9182 0.0 0.1 0.2 0.453
H -14.6465 -3.3761 5.3296 -0.1 0.1 0.2 0.281
H -13.3134 -4.5912 7.4646 -0.1 0.1 0.2 0.550
C -8.9457 -4.0704 7.7811 -0.1 -0.2 -0.3 -0.617
C -7.7519 -4.8625 8.2973 -0.6 1.0 -0.1 -0.507
O -8.0524 -5.1876 9.6542 0.4 -0.4 -0.2 -0.522
H -8.8286 -3.8687 6.7217 0.1 0.3 0.0 0.207
H -9.0144 -3.1232 8.3145 0.0 0.0 0.0 0.594
H -9.9090 -4.5771 7.8526 0.2 -0.3 0.3 -0.170
H -6.9023 -4.1705 8.2197 0.2 -0.2 0.3 0.434
H -7.4921 -5.7267 7.6828 -0.3 -0.2 0.1 0.277
H -7.3633 -5.7861 9.9615 0.0 0.1 0.1 0.295
C -12.8574 -10.9895 4.3554 0.5 -0.4 -0.3 -0.648
C -13.2517 -10.5859 2.9326 -0.3 0.3 1.3 0.183
O -14.6217 -10.2232 2.9001 0.0 -0.1 -0.4 -0.640
H -13.4371 -11.8539 4.6813 -0.2 0.1 0.1 0.382
H -12.9818 -10.1662 5.0589 -0.1 0.0 0.0 -0.299
H -11.8044 -11.2962 4.3799 0.0 0.1 0.0 0.409
H -13.1138 -11.4489 2.2841 0.0 0.2 -0.3 0.354
H -12.6258 -9.7315 2.6486 0.1 -0.2 -0.4 -0.290
H -14.7442 -9.4032 3.4114 0.0 -0.1 0.0 0.403
C -16.5460 -6.6433 5.7014 -0.2 0.6 0.2 -1.380
C -15.3911 -6.6660 4.7171 -0.1 -0.5 -0.4 -0.080
O -14.8371 -7.9738 4.5540 0.2 -0.1 0.1 0.158
H -17.1710 -5.7638 5.5171 0.1 0.1 0.0 0.457
H -16.1816 -6.5600 6.7259 0.0 -0.2 0.0 0.282
H -17.2275 -7.4912 5.6443 0.3 -0.2 -0.2 0.280
H -14.6090 -5.9629 5.0157 0.0 0.0 0.1 0.036
H -15.6955 -6.3936 3.7045 -0.2 0.1 0.1 0.436
H -14.2365 -8.1570 5.2921 -0.1 0.2 -0.1 -0.001
C -15.1391 -11.5588 7.4933 -0.2 0.0 0.0 -0.613
C -15.9115 -10.2644 7.2462 0.5 -0.4 -0.2 -0.088
O -15.3363 -9.2179 8.0016 -0.2 0.4 0.4 -0.579
H -15.1521 -11.8291 8.5504 -0.1 0.1 0.0 0.314
H -14.0987 -11.4016 7.2025 0.0 -0.1 -0.1 -0.239
H -15.5443 -12.3950 6.9185 0.0 0.0 0.0 0.387
H -16.9576 -10.3490 7.5418 0.0 0.0 0.1 0.416
H -15.9019 -10.0423 6.1732 0.0 0.1 0.0 -0.008
H -14.5414 -8.8663 7.5781 -0.2 -0.2 -0.1 0.256
C -11.1809 -8.7603 13.4273 0.3 0.4 1.0 -1.430
C -10.3921 -9.5259 12.4015 -0.3 -0.1 -0.8 -0.037
O -10.8977 -9.2242 11.0848 -0.3 0.6 0.2 -0.250
H -10.9488 -7.6935 13.5007 0.0 0.0 -0.5 0.349
H -10.9225 -9.1114 14.4305 0.0 -0.2 -0.1 0.383
H -12.2607 -8.8810 13.3398 0.0 -0.1 -0.3 0.325
H -10.5134 -10.5980 12.5726 0.1 0.0 0.0 0.288
H -9.3271 -9.2877 12.3639 0.0 0.0 0.6 0.292
H -10.4163 -9.7744 10.4329 -0.1 -0.1 -0.3 0.449
C -6.9674 -5.5064 3.7171 -0.3 -1.2 0.0 -1.239
C -7.5533 -4.6405 4.8024 1.2 0.7 0.3 0.615
O -7.4456 -3.2887 4.3679 -0.1 0.3 -0.7 -0.591
H -7.5794 -5.5094 2.8146 0.1 0.3 -0.1 0.139
H -6.9391 -6.5518 4.0477 -0.3 0.0 0.1 0.310
H -5.9229 -5.3077 3.4827 -0.1 0.6 0.0 0.413
H -6.9198 -4.7226 5.6940 -0.1 -0.3 0.1 0.261
H -8.5714 -4.8901 5.0936 -0.2 -0.3 -0.4 -0.105
H -7.7328 -2.6449 5.0203 -0.1 -0.3 0.2 0.306